P | Formula: C2H8NO2
Source: the Open Molecules 2025 dataset
Level of theory: the ωB97M-V functional and the def2-TZVPD basis

Properties
highest occupied orbital energy	-3.84	eV
M	78.09	g mol⁻¹
net charge	-1

Each line ends with the Mulliken charge.
CARTESIAN COORDINATES (ANGSTROEM)
C (2.081, -0.543, -0.717)  -0.5802
O (0.863, -0.834, -1.346)  -0.6860
H (2.114, 0.341, -0.069)  0.2255
H (2.963, -0.210, -1.324)  0.2227
H (2.410, -1.562, -0.107)  0.1213
N (-1.669, 0.234, 1.573)  -0.8020
C (-1.724, 0.338, 0.037)  -0.2521
O (-0.575, 0.954, -0.384)  -0.7690
H (-1.242, 1.192, 1.828)  0.2587
H (-0.786, -0.231, 1.839)  0.2760
H (-2.567, 1.069, -0.087)  0.2565
H (-1.927, -0.671, -0.389)  0.2629
H (0.060, -0.076, -0.852)  0.4658

---

Q | Formula: C2H8NO2
Source: the Open Molecules 2025 dataset
Level of theory: the ωB97M-V functional and the def2-TZVPD basis

Properties
highest occupied orbital energy	-3.39	eV
M	78.09	g mol⁻¹
net charge	-1

Each line ends with the Mulliken charge.
CARTESIAN COORDINATES (ANGSTROEM)
C (-0.147, -0.224, 0.191)  -0.3362
O (0.267, -1.340, -0.548)  -0.5718
C (1.090, 0.623, 0.602)  -0.7171
N (0.890, 1.952, 1.347)  -0.6855
H (-0.776, 0.405, -0.479)  0.2866
H (-0.730, -0.523, 1.065)  0.2245
H (1.875, -0.041, 0.976)  0.3137
H (1.486, 0.869, -0.360)  0.3299
H (-0.083, 2.184, 1.112)  0.2819
H (0.778, 0.929, 1.867)  0.3572
H (-2.218, -1.807, -2.732)  0.1282
H (-0.514, -1.531, -1.166)  0.4714
O (-1.916, -1.497, -1.876)  -1.0829

---

Which of them is the least stable? Correct choice: Q.

---

P | Formula: C3H2F2
Source: the Open Molecules 2025 dataset
Level of theory: the ωB97M-V functional and the def2-TZVPD basis

Properties
highest occupied orbital energy	-10.79	eV
M	76.05	g mol⁻¹
net charge	0

Each line ends with the Mulliken charge.
CARTESIAN COORDINATES (ANGSTROEM)
C (0.509, 0.250, 0.600)  -0.1985
C (0.382, -0.341, -0.838)  0.0276
C (1.337, 0.708, -0.291)  0.1504
F (2.094, 1.678, -0.697)  -0.2147
F (0.713, -1.768, -1.077)  -0.3057
H (0.053, 0.239, 1.590)  0.3247
H (-0.516, -0.299, -1.592)  0.2161

---

Q | Formula: C3H2F2
Source: the Open Molecules 2025 dataset
Level of theory: the ωB97M-V functional and the def2-TZVPD basis

Properties
highest occupied orbital energy	-10.86	eV
M	76.05	g mol⁻¹
net charge	0

Each line ends with the Mulliken charge.
CARTESIAN COORDINATES (ANGSTROEM)
C (-1.204, -0.066, 0.243)  -0.0731
C (0.013, 0.318, -0.204)  0.0953
C (1.295, 0.342, -0.314)  -0.0980
F (-2.718, -0.726, -0.175)  -0.3152
F (1.939, -0.833, -0.193)  -0.1892
H (-1.233, -0.120, 1.331)  0.2608
H (1.910, 1.086, -0.688)  0.3194

---

Which of them is the least stable? Correct choice: Q.

---

P | Formula: C3H7N2O
Source: the Open Molecules 2025 dataset
Level of theory: the ωB97M-V functional and the def2-TZVPD basis

Properties
highest occupied orbital energy	-14.06	eV
M	87.10	g mol⁻¹
net charge	+1

Each line ends with the Mulliken charge.
CARTESIAN COORDINATES (ANGSTROEM)
C (1.486, -1.662, -0.072)  -0.2966
C (0.708, -0.718, 0.515)  -0.1656
N (0.258, 0.145, -0.642)  -0.0846
C (0.836, -0.336, -1.715)  -0.0961
N (1.700, -1.366, -1.418)  -0.1016
H (2.006, -2.471, 0.567)  0.3277
H (0.363, -0.479, 1.483)  0.4273
H (-0.457, 0.968, -0.604)  0.3061
H (0.847, 0.033, -2.748)  0.3514
H (2.431, -1.787, -2.120)  0.3274
H (-3.557, 3.317, 1.984)  0.3389
H (-3.617, 1.889, 2.672)  0.3389
O (-3.005, 2.468, 2.099)  -0.6733

---

Q | Formula: C3H7N2O
Source: the Open Molecules 2025 dataset
Level of theory: the ωB97M-V functional and the def2-TZVPD basis

Properties
highest occupied orbital energy (spin up / spin down)	-13.59 / -13.13	eV
M	87.10	g mol⁻¹
net charge	+1

Each line ends with the Mulliken charge.
CARTESIAN COORDINATES (ANGSTROEM)
C (-0.991, 2.659, 0.458)  -0.1887
C (0.751, 1.047, 0.710)  -0.1312
C (-0.182, -2.429, -0.325)  -0.5524
N (-0.275, 1.688, 0.750)  -0.0141
N (0.819, -0.507, -1.123)  -0.2705
O (0.945, -1.683, -0.786)  0.0360
H (-0.605, 3.567, -0.174)  0.2290
H (-1.998, 2.969, 0.756)  0.2807
H (1.505, 0.810, 1.387)  0.3937
H (-0.075, -3.503, -0.494)  0.3212
H (-1.248, -2.169, -0.632)  0.3133
H (-0.429, -2.366, 0.812)  0.2726
H (1.782, -0.081, -1.340)  0.3105

---

Which of them is the least stable? Correct choice: Q.

---

P | Formula: C3H7N2O
Source: the Open Molecules 2025 dataset
Level of theory: the ωB97M-V functional and the def2-TZVPD basis

Properties
highest occupied orbital energy	-14.37	eV
M	87.10	g mol⁻¹
net charge	+1

Each line ends with the Mulliken charge.
CARTESIAN COORDINATES (ANGSTROEM)
C (0.751, -1.244, 0.322)  -0.1641
C (0.224, -1.797, -0.893)  -0.2967
N (-0.999, -1.160, -1.120)  -0.0478
C (-1.149, -0.166, -0.309)  -0.1823
N (-0.180, -0.201, 0.680)  -0.0203
H (1.751, -1.287, 0.792)  0.3559
H (0.762, -2.566, -1.499)  0.3435
H (-1.641, -1.532, -1.922)  0.3285
H (-2.012, 0.454, -0.358)  0.3882
H (-0.100, 0.541, 1.333)  0.2878
H (1.247, 2.943, 1.668)  0.3484
H (0.466, 3.424, 0.536)  0.3322
O (0.878, 2.590, 0.770)  -0.6734

---

Q | Formula: C3H7N2O
Source: the Open Molecules 2025 dataset
Level of theory: the ωB97M-V functional and the def2-TZVPD basis

Properties
highest occupied orbital energy	-13.54	eV
M	87.10	g mol⁻¹
net charge	+1

Each line ends with the Mulliken charge.
CARTESIAN COORDINATES (ANGSTROEM)
C (-0.531, -1.295, 0.533)  -0.1170
C (0.674, -1.232, -0.060)  -0.5114
C (-0.172, 1.102, 0.153)  -0.0294
N (-1.164, -0.089, 0.711)  -0.2661
N (0.798, 0.175, -0.559)  -0.1441
O (-0.704, 1.992, -0.676)  -0.4563
H (-0.926, -2.129, 0.942)  0.5003
H (1.308, -2.018, -0.520)  0.3737
H (0.275, 1.489, 0.998)  0.4088
H (-1.830, 0.138, 1.329)  0.1611
H (1.654, 0.646, -0.265)  0.3682
H (0.791, 0.402, -1.577)  0.3662
H (-1.613, 1.968, -0.918)  0.3460

---

R | Formula: C3H7N2O
Source: the Open Molecules 2025 dataset
Level of theory: the ωB97M-V functional and the def2-TZVPD basis

Properties
highest occupied orbital energy	-14.24	eV
M	87.10	g mol⁻¹
net charge	+1

Each line ends with the Mulliken charge.
CARTESIAN COORDINATES (ANGSTROEM)
O (4.185, -1.173, 4.758)  -0.6158
H (3.800, -1.613, 3.967)  0.2790
H (5.051, -1.620, 4.894)  0.3473
C (1.414, -0.796, 1.509)  -0.2134
C (2.137, -0.501, 0.405)  -0.1713
C (0.000, 0.000, 0.000)  -0.1443
N (0.112, -0.411, 1.273)  -0.0386
N (1.228, -0.042, -0.540)  -0.0422
H (1.821, -1.227, 2.423)  0.2918
H (3.169, -0.750, 0.160)  0.3675
H (-0.943, 0.274, -0.472)  0.3798
H (-0.596, -0.539, 2.018)  0.2822
H (1.522, 0.351, -1.452)  0.2781

---

Which of them is the least stable? Correct choice: Q.

---

P | Formula: C5H12O4
Source: the Open Molecules 2025 dataset
Level of theory: the ωB97M-V functional and the def2-TZVPD basis

Properties
highest occupied orbital energy	-10.25	eV
M	136.15	g mol⁻¹
net charge	0

Each line ends with the Mulliken charge.
CARTESIAN COORDINATES (ANGSTROEM)
O (3.679, 1.282, -2.304)  -0.4907
O (1.514, 0.970, -2.573)  -0.3347
O (-0.988, -0.655, 1.096)  -0.2809
C (2.547, 1.643, -2.165)  0.2467
C (0.020, -0.512, 2.125)  -0.6805
C (0.171, 1.114, -2.061)  -0.5802
C (-1.059, 0.362, 0.106)  -0.4568
C (0.152, 0.138, -0.831)  -0.2889
H (2.203, 2.528, -1.594)  0.3158
H (-0.089, -1.304, 2.885)  0.1959
H (0.088, 0.462, 2.639)  0.2758
H (0.957, -0.684, 1.570)  0.3199
H (-0.044, 2.153, -1.748)  0.3386
H (-0.620, 0.805, -2.771)  0.3071
H (-1.085, 1.369, 0.565)  0.3092
H (-2.013, 0.215, -0.435)  0.2774
H (1.065, 0.375, -0.252)  0.2846
H (0.203, -0.929, -1.120)  0.2389
O (-2.627, -3.182, 2.322)  -0.6553
H (-2.178, -2.549, 1.717)  0.3549
H (-1.896, -3.601, 2.830)  0.3032

---

Q | Formula: C5H12O4
Source: the Open Molecules 2025 dataset
Level of theory: the ωB97M-V functional and the def2-TZVPD basis

Properties
highest occupied orbital energy (spin up / spin down)	-5.99 / -8.41	eV
M	136.15	g mol⁻¹
net charge	0

Each line ends with the Mulliken charge.
CARTESIAN COORDINATES (ANGSTROEM)
C (-1.298, 0.953, -1.313)  -0.3676
C (-0.222, 1.962, 0.542)  -0.6678
O (-0.186, 1.171, -0.687)  -0.3040
O (-1.211, 0.450, -2.543)  -0.4751
H (-0.283, 0.248, -2.738)  0.3579
H (-2.267, 1.281, -0.966)  0.5764
H (-1.346, -0.766, -0.272)  0.4771
H (-0.420, 2.999, 0.267)  0.3270
H (0.766, 1.853, 0.971)  0.1898
H (-0.973, 1.554, 1.214)  0.3553
C (1.080, -1.139, 0.275)  -0.5023
C (2.292, -0.252, 0.296)  -1.1490
C (-1.439, -1.105, 0.784)  0.2162
O (-1.464, -2.458, 0.935)  -0.4882
O (-1.834, -0.381, 1.668)  -0.5472
H (-1.005, -2.868, 0.189)  0.3550
H (0.997, -1.803, 1.131)  0.4155
H (0.918, -1.661, -0.671)  0.3087
H (2.260, 0.521, -0.480)  0.2708
H (2.403, 0.249, 1.262)  0.3009
H (3.231, -0.808, 0.137)  0.3506

---

Which of them is the least stable? Correct choice: Q.

---

P | Formula: ClH3N2O2S
Source: the Open Molecules 2025 dataset
Level of theory: the ωB97M-V functional and the def2-TZVPD basis

Properties
highest occupied orbital energy	-10.67	eV
M	130.56	g mol⁻¹
net charge	0

Each line ends with the Mulliken charge.
CARTESIAN COORDINATES (ANGSTROEM)
N (0.795, 1.218, -0.132)  -0.4631
N (0.660, -0.029, 0.467)  -0.2474
O (-0.515, -2.178, 0.696)  -0.5198
O (-1.879, -0.090, 0.806)  -0.4633
S (-0.777, -0.811, 0.290)  1.0226
Cl (-0.912, -0.779, -1.825)  -0.2074
H (0.635, 1.463, -1.104)  0.2658
H (0.346, 1.988, 0.378)  0.2583
H (1.647, -0.784, 0.424)  0.3543

---

Q | Formula: ClH3N2O2S
Source: the Open Molecules 2025 dataset
Level of theory: the ωB97M-V functional and the def2-TZVPD basis

Properties
highest occupied orbital energy	-10.89	eV
M	130.56	g mol⁻¹
net charge	0

Each line ends with the Mulliken charge.
CARTESIAN COORDINATES (ANGSTROEM)
N (1.588, -0.172, 0.430)  -0.5509
N (0.433, 0.789, 0.192)  -0.2265
O (-0.914, -0.566, -1.585)  -0.4697
O (-1.136, -1.084, 0.906)  -0.5215
S (-0.974, -0.141, -0.215)  1.0074
Cl (-2.383, 1.305, 0.023)  -0.1347
H (1.078, -0.790, 1.121)  0.3326
H (1.554, -0.755, -0.341)  0.2788
H (0.754, 1.413, -0.531)  0.2845

---

Which of them is the least stable? Correct choice: P.